No. 1
This record from the Open Molecules 2025 dataset describes one molecule with the formula C4H3NO3. The level of theory is wB97M-V/def2-TZVPD.

Structure (XYZ):
```
11
Properties=species:S:1:pos:R:3
O 1.215 0.010 1.132
O 1.013 -1.657 -1.061
O 0.749 2.248 -0.254
N -1.594 -1.180 1.858
C -0.049 -1.026 -0.799
C -0.879 -0.337 1.212
C -0.250 1.425 -0.418
C 0.097 0.170 0.341
H 2.076 -0.332 0.529
H -1.064 -1.045 -1.451
H -1.313 1.724 -1.090
```

Output
Energy relative to the best compared isomer or geometry (same formula, charge and spin) ... 5.7840 eV
Gap between HOMO and LUMO ... 9.44 eV
SMILES ... N#CC(O)(C=O)C=O
Largest force on an atom ... 13.789 eV Å⁻¹

No. 2
This record from the Open Molecules 2025 dataset describes one molecule with the formula C4H3NO3. The level of theory is wB97M-V/def2-TZVPD.

Structure (XYZ):
```
11
Properties=species:S:1:pos:R:3
O -0.833 1.471 0.596
O -0.178 -0.770 -0.033
O -3.171 0.341 -0.362
N 2.740 0.942 -0.941
C 2.164 0.155 -0.225
C -2.055 -0.088 -0.642
C 1.149 -0.459 0.591
C -0.962 0.437 0.115
H -1.475 -0.822 -1.526
H 1.510 -1.415 1.066
H 1.112 0.208 1.361
```

Output
Energy relative to the best compared isomer or geometry (same formula, charge and spin) ... 4.1206 eV
Gap between HOMO and LUMO ... 9.80 eV
SMILES ... N#CCOC(=O)C=O
Largest force on an atom ... 7.446 eV Å⁻¹

No. 3
This record from the Open Molecules 2025 dataset describes C4H3NO3 as an isolated structure. The level of theory is wB97M-V/def2-TZVPD.

Structure (XYZ):
```
11
Properties=species:S:1:pos:R:3
O -1.111 -0.566 -1.249
O 0.932 0.190 -0.251
O -0.025 -2.253 -0.095
N -1.129 0.958 0.567
C -0.516 0.100 -0.169
C -0.429 -1.884 -1.167
C -0.165 1.622 1.072
C 1.020 1.069 0.639
H -0.199 2.459 1.718
H -0.673 -2.486 -2.127
H 2.295 0.790 1.061
```

Output
Energy relative to the best compared isomer or geometry (same formula, charge and spin) ... 4.6372 eV
Gap between HOMO and LUMO ... 9.18 eV
Largest force on an atom ... 9.765 eV Å⁻¹

No. 4
This record from the Open Molecules 2025 dataset describes one molecule with the formula C4H3NO3. The level of theory is wB97M-V/def2-TZVPD.

Structure (XYZ):
```
11
Properties=species:S:1:pos:R:3
O 0.210 1.258 -0.115
O 2.673 0.729 -0.006
O 2.292 -1.120 1.198
N 1.900 -0.138 0.479
C 0.548 -0.016 0.135
C -1.130 1.062 -0.450
C -0.334 -0.937 0.007
C -1.543 -0.229 -0.391
H -2.451 -0.769 -0.700
H -1.738 2.160 -0.378
H -0.427 -2.000 0.220
```

Output
Energy relative to the best compared isomer or geometry (same formula, charge and spin) ... 5.5246 eV
Gap between HOMO and LUMO ... 9.32 eV
SMILES ... O=[N+]([O-])c1ccco1
Largest force on an atom ... 5.516 eV Å⁻¹

No. 5
This record from the Open Molecules 2025 dataset describes one molecule with the formula C4H3NO3. The level of theory is wB97M-V/def2-TZVPD.

Structure (XYZ):
```
11
Properties=species:S:1:pos:R:3
O 0.901 0.693 0.148
O 1.770 0.850 2.169
O 0.816 -0.380 -2.171
N -0.587 -0.013 1.963
C -0.378 0.187 -0.345
C -1.159 -0.053 0.815
C -0.373 -0.404 -1.529
C 0.779 0.459 1.664
H 1.435 -0.137 -1.448
H -1.086 -0.722 -2.288
H -2.117 -0.479 1.021
```

Output
Energy relative to the best compared isomer or geometry (same formula, charge and spin) ... 2.6295 eV
Gap between HOMO and LUMO ... 9.02 eV
SMILES ... O=C1N=C/C(=C/O)O1
Largest force on an atom ... 4.071 eV Å⁻¹

No. 6
This record from the Open Molecules 2025 dataset describes one molecule with the formula C4H3NOS. The level of theory is wB97M-V/def2-TZVPD.

Structure (XYZ):
```
10
Properties=species:S:1:pos:R:3
S 0.900 0.158 1.656
O 1.148 -0.199 -1.693
N -2.043 -1.865 0.192
C -0.008 -0.170 0.321
C -1.199 -1.017 0.430
C 0.290 0.417 -1.026
C -0.352 1.752 -1.401
H -0.405 1.959 -2.542
H 0.220 2.475 -0.796
H -1.491 1.805 -0.895
```

Output
Energy relative to the best compared isomer or geometry (same formula, charge and spin) ... 1.4618 eV
Gap between HOMO and LUMO ... 7.89 eV
SMILES ... CC(=O)C(=S)C#N
Largest force on an atom ... 6.816 eV Å⁻¹

No. 7
This record from the Open Molecules 2025 dataset describes one molecule with the formula C4H3NOS. The level of theory is wB97M-V/def2-TZVPD.

Structure (XYZ):
```
10
Properties=species:S:1:pos:R:3
S -1.972 -1.034 0.172
O 3.150 -0.628 0.268
N -0.369 -1.623 -0.300
C -0.268 0.777 0.129
C 0.692 -0.574 -0.122
C -1.775 0.580 0.293
C 1.950 -0.691 0.233
H 0.048 1.349 -0.751
H -0.218 -2.572 0.180
H -0.078 1.398 1.111
```

Output
Energy relative to the best compared isomer or geometry (same formula, charge and spin) ... 3.9905 eV
Gap between HOMO and LUMO ... 8.23 eV
Largest force on an atom ... 4.869 eV Å⁻¹

No. 8
This record from the Open Molecules 2025 dataset describes a 2-piece molecular cluster, C4H3NOS overall. The level of theory is wB97M-V/def2-TZVPD.

Structure (XYZ):
```
10
Properties=species:S:1:pos:R:3
S 3.442 -1.284 -1.602
O 1.336 -0.480 -0.154
N -0.265 1.051 -0.629
C 2.192 -0.769 -0.865
C -0.747 0.562 0.605
C -0.002 1.544 -1.654
C -1.675 -0.335 0.883
H -1.962 -0.518 1.877
H -0.042 0.956 1.410
H -2.277 -0.727 0.129
```

Output
Energy relative to the best compared isomer or geometry (same formula, charge and spin) ... 1.3055 eV
Gap between HOMO and LUMO ... 10.72 eV
Largest force on an atom ... 3.029 eV Å⁻¹

No. 9
This record from the Open Molecules 2025 dataset describes one molecule with the formula C4H3NS2. The level of theory is wB97M-V/def2-TZVPD.

Structure (XYZ):
```
10
Properties=species:S:1:pos:R:3
S -2.521 0.498 0.037
S -0.162 -1.538 -0.396
N 3.297 -0.482 0.767
C 2.423 0.319 0.246
C 1.447 1.345 0.082
C -0.806 0.050 -0.244
C 0.159 1.208 0.111
H 1.984 2.378 -0.080
H -1.266 -2.033 -1.078
H -0.210 2.132 0.368
```

Output
Energy relative to the best compared isomer or geometry (same formula, charge and spin) ... 2.5871 eV
Gap between HOMO and LUMO ... 7.22 eV
SMILES ... N#C/C=C\C(=S)S
Largest force on an atom ... 11.503 eV Å⁻¹

No. 10
This record from the Open Molecules 2025 dataset describes C4H3O5Sn as an isolated structure. The level of theory is wB97M-V/def2-TZVPD.

Structure (XYZ):
```
13
Properties=species:S:1:pos:R:3
Sn -2.345 0.713 -0.257
O -1.731 -0.465 1.236
O -3.919 2.565 -2.212
O 2.317 -0.103 -1.348
O -0.456 0.275 -0.384
O 0.452 -0.855 1.339
C 2.009 -0.884 -0.477
C 1.747 -0.429 0.938
C -0.596 -0.357 0.702
C -3.705 1.694 -1.434
H 1.822 0.667 0.977
H 2.516 -0.850 1.602
H 1.888 -1.970 -0.683
```

Output
Spin multiplicity ... 2
Energy relative to the best compared isomer or geometry (same formula, charge and spin) ... 2.4632 eV
Gap between HOMO and LUMO (spin up / spin down) ... 6.36 / 6.72 eV
⟨S²⟩ ... 0.76
Largest force on an atom ... 9.376 eV Å⁻¹

No. 11
This record from the Open Molecules 2025 dataset describes a 2-piece molecular cluster, C4H3S2 overall. The level of theory is wB97M-V/def2-TZVPD.

Structure (XYZ):
```
9
Properties=species:S:1:pos:R:3
S 1.118 1.348 2.371
S 2.774 -2.682 -0.452
C 0.902 -0.933 0.474
C -1.173 0.404 -0.718
C -0.052 -0.036 0.126
C 0.849 0.265 1.203
H -0.882 0.277 -1.914
H -1.379 1.473 -0.605
H -2.158 -0.115 -0.487
```

Output
Total charge ... -1
Energy relative to the best compared isomer or geometry (same formula, charge and spin) ... 4.0429 eV
Gap between HOMO and LUMO (spin up / spin down) ... 6.48 / 6.45 eV
Largest force on an atom ... 3.194 eV Å⁻¹

No. 12
This record from the Open Molecules 2025 dataset describes a 2-piece molecular cluster, C4H4 overall. The level of theory is wB97M-V/def2-TZVPD.

Structure (XYZ):
```
8
Properties=species:S:1:pos:R:3
C -0.378 0.654 0.179
C -0.323 -0.828 -0.015
C 0.939 -0.060 -0.119
C 2.194 0.082 -0.130
H -0.530 1.424 0.906
H -0.155 -1.241 0.942
H -0.811 -1.379 -0.779
H -0.934 1.349 -0.985
```

Output
Energy relative to the best compared isomer or geometry (same formula, charge and spin) ... 4.2137 eV
Gap between HOMO and LUMO ... 9.76 eV
Largest force on an atom ... 6.376 eV Å⁻¹

No. 13
This record from the Open Molecules 2025 dataset describes a 15-piece molecular cluster, C4H40N2O14 overall. The level of theory is wB97M-V/def2-TZVPD.

Structure (XYZ):
```
60
Properties=species:S:1:pos:R:3
O -0.763 0.568 3.520
O -4.262 -1.352 0.417
O -0.920 4.573 0.607
O 0.888 -1.367 -1.945
O -0.042 -4.138 0.863
O -0.671 1.247 -2.825
O -1.733 -1.179 -1.656
O 1.507 -2.817 2.660
O -1.877 -1.115 -4.523
O -1.379 -2.414 2.620
O 1.447 1.480 4.706
O -1.872 3.435 -1.620
O 3.353 -0.870 2.562
O -0.947 -3.676 -2.627
N -0.114 -0.259 0.713
N 1.184 1.047 -0.826
C 1.067 0.638 0.654
C 1.863 2.969 -2.280
C 1.811 2.429 -0.842
C 3.338 2.359 -0.508
H -2.117 3.976 -2.366
H -1.789 -1.723 3.154
H 3.589 -0.515 3.422
H -0.996 -3.959 1.023
H 1.769 1.870 3.825
H -1.001 3.808 1.175
H -4.111 -0.955 1.299
H 0.880 1.516 1.243
H 0.722 0.887 4.461
H 1.361 -3.444 3.360
H -1.859 -3.872 -2.435
H 3.841 1.579 -1.043
H 0.043 -1.148 -1.483
H -0.218 -4.626 0.031
H 0.277 -1.169 0.696
H 2.468 -1.228 2.638
H -2.007 -2.057 -1.392
H 1.544 -3.235 1.748
H -2.018 -0.172 -4.734
H -0.932 3.578 -1.417
H 0.892 2.920 -2.756
H 1.845 0.627 -1.474
H -0.856 0.634 2.544
H 1.272 3.035 -0.150
H -0.787 -0.167 -0.049
H 0.567 -1.930 -2.640
H -0.732 -3.223 -3.446
H 3.872 3.303 -0.668
H 1.981 0.080 0.799
H 3.474 2.301 0.607
H -0.446 -2.250 2.787
H -0.973 -1.086 -4.159
H -1.591 1.094 3.809
H -0.206 0.733 -2.069
H -1.815 4.581 0.268
H 2.392 2.355 -3.040
H -3.653 -0.869 -0.149
H -1.620 1.316 -2.665
H 2.046 4.047 -2.221
H -2.357 -0.819 -2.290
```

Output
Energy relative to the best compared isomer or geometry (same formula, charge and spin) ... 3.7559 eV
Gap between HOMO and LUMO ... 8.71 eV
Largest force on an atom ... 4.746 eV Å⁻¹

No. 14
This record from the Open Molecules 2025 dataset describes a 17-piece molecular cluster, C4H41NO16 overall. The level of theory is wB97M-V/def2-TZVPD.

Structure (XYZ):
```
62
Properties=species:S:1:pos:R:3
O 0.003 -1.154 2.975
O 3.556 -2.468 -1.243
O -0.699 1.925 3.807
O -1.038 -3.896 0.024
O 3.891 2.271 0.294
O -1.957 -2.961 -2.340
O 3.053 4.494 -1.568
O -2.507 2.521 -3.527
O 2.783 4.670 1.067
O -1.996 -2.751 2.107
O 2.584 -0.030 -0.512
O 1.604 -3.213 0.039
O 0.612 3.322 1.889
O 0.990 -1.623 -3.140
O 2.153 0.652 2.174
O -3.202 -0.368 2.914
N 0.324 1.546 -0.797
C -3.892 -0.926 -0.733
C -2.971 0.126 -1.276
C -1.706 0.175 -0.931
C -0.641 0.907 -1.649
H -2.799 -3.344 -2.602
H 1.331 0.234 2.479
H 1.948 -3.720 -0.692
H 2.451 3.729 -1.614
H -4.852 -0.574 -0.359
H 4.081 2.367 1.230
H -1.086 1.605 -2.396
H 2.179 0.682 1.204
H 3.114 1.684 0.180
H -0.819 -1.629 2.886
H -3.524 -1.370 0.189
H -2.780 -3.199 2.399
H 1.762 -2.253 -3.166
H 1.943 4.249 1.250
H 0.697 2.493 2.356
H 2.581 4.985 0.204
H 1.732 -0.453 -0.509
H -1.226 -0.559 -0.247
H 0.855 2.232 -1.274
H 3.602 -1.625 -0.793
H 4.344 -2.947 -1.038
H -3.577 0.692 -2.048
H -4.008 -1.696 -1.435
H -2.307 2.507 -2.590
H -2.273 1.634 -3.776
H 2.263 -3.225 0.722
H -3.212 -1.028 3.664
H -1.587 -3.335 1.426
H -0.078 0.154 -2.278
H -1.610 1.664 3.651
H -2.897 -0.897 2.162
H -2.239 -2.259 -1.751
H 0.772 -1.707 2.743
H -0.150 3.847 2.235
H 0.156 -2.108 -3.006
H 3.811 4.007 -1.130
H -1.281 -3.580 -0.855
H -0.439 1.158 4.336
H -0.149 1.958 0.002
H 2.421 0.489 -1.323
H -0.094 -4.080 -0.005
```

Output
Energy relative to the best compared isomer or geometry (same formula, charge and spin) ... 3.3373 eV
Gap between HOMO and LUMO ... 8.95 eV
Largest force on an atom ... 2.590 eV Å⁻¹

No. 15
This record from the Open Molecules 2025 dataset describes C4H4AgO2 as an isolated structure. The level of theory is wB97M-V/def2-TZVPD.

Structure (XYZ):
```
11
Properties=species:S:1:pos:R:3
Ag 3.532 0.537 0.310
O -1.434 0.723 2.672
O 1.074 0.237 -0.240
C 0.011 -0.695 -0.247
C -1.080 -0.381 0.656
C 0.264 0.232 -1.398
C -0.962 -0.069 1.992
H 0.715 -0.220 -2.283
H 0.295 -1.743 -0.366
H -2.058 0.259 0.425
H -0.358 1.120 -1.520
```

Output
Spin multiplicity ... 2
Total charge ... +2
Energy relative to the best compared isomer or geometry (same formula, charge and spin) ... 0.0000 eV
Gap between HOMO and LUMO (spin up / spin down) ... 9.33 / 8.00 eV
⟨S²⟩ ... 0.76
Largest force on an atom ... 4.817 eV Å⁻¹

No. 16
This record from the Open Molecules 2025 dataset describes C4H4AgO2 as an isolated structure. The level of theory is wB97M-V/def2-TZVPD.

Structure (XYZ):
```
11
Properties=species:S:1:pos:R:3
Ag 1.460 3.028 3.297
O -0.402 -2.539 -2.467
O -0.101 2.656 1.710
C 0.457 -2.068 -1.834
C -0.284 0.680 0.445
C 0.355 -0.450 0.087
C -0.400 2.017 0.711
H -1.541 1.744 0.278
H -0.002 -1.367 0.580
H -0.956 -3.348 -2.619
H 1.415 -0.352 -0.187
```

Output
Spin multiplicity ... 2
Total charge ... +2
Energy relative to the best compared isomer or geometry (same formula, charge and spin) ... 2.9181 eV
Gap between HOMO and LUMO (spin up / spin down) ... 7.20 / 7.52 eV
⟨S²⟩ ... 0.76
Largest force on an atom ... 4.303 eV Å⁻¹

No. 17
This record from the Open Molecules 2025 dataset describes C4H4AuCl2N2O3RhS as an isolated structure. The level of theory is wB97M-V/def2-TZVPD.

Structure (XYZ):
```
18
Properties=species:S:1:pos:R:3
Au 0.174 0.141 -3.981
Rh -0.001 0.299 -0.078
Cl -0.026 -1.536 -1.628
Cl -0.046 1.387 -2.051
S 0.123 1.416 1.827
O -0.379 1.682 -6.645
O -0.709 -2.121 1.431
O 0.833 -1.564 -6.579
N -0.737 0.931 4.399
N 0.735 -0.559 3.532
C -0.192 1.079 -5.676
C -0.493 -1.061 0.945
C 0.036 0.555 3.369
C 0.551 -0.908 -5.658
H 0.818 -1.040 4.439
H 1.365 -0.830 2.784
H -1.435 1.662 4.274
H -0.617 0.465 5.297
```

Output
Spin multiplicity ... 7
Total charge ... +4
Energy relative to the best compared isomer or geometry (same formula, charge and spin) ... 1.2904 eV
Gap between HOMO and LUMO (spin up / spin down) ... 7.95 / 4.73 eV
⟨S²⟩ ... 12.03
Largest force on an atom ... 15.046 eV Å⁻¹

No. 18
This record from the Open Molecules 2025 dataset describes one molecule with the formula C4H4Br2. The level of theory is wB97M-V/def2-TZVPD.

Structure (XYZ):
```
10
Properties=species:S:1:pos:R:3
Br -2.139 0.012 -1.856
Br -1.907 1.179 1.308
C -0.130 -1.000 0.513
C 0.650 0.801 -0.353
C -0.810 0.248 0.172
C 1.100 -0.558 0.175
H 0.875 1.687 0.197
H 2.018 -1.250 0.220
H 0.745 0.853 -1.344
H -0.401 -1.973 0.966
```

Output
Energy relative to the best compared isomer or geometry (same formula, charge and spin) ... 1.5985 eV
Gap between HOMO and LUMO ... 8.62 eV
SMILES ... BrC1(Br)C=CC1
Largest force on an atom ... 4.950 eV Å⁻¹